Entry from OMol25: H2S in the gas phase (wB97M-V/def2-TZVPD).

The calculation puts the maximum force at 1.72 eV/Å. The value obtained for the energy relative to the best compared isomer or geometry (same formula, charge and spin) is 0.066 eV. The HOMO energy comes out at -0.36140 Eh. Its SMILES is S. Its HOMO-LUMO gap is 10.91 eV. The calculation puts the LUMO energy at 1.1 eV. For the total energy, the calculation gives -10867.4475 eV.

```
! wB97M-V def2-TZVPD RIJCOSX def2/J DEFGRID3
* xyz 0 1
H -0.379 -0.046 -0.882
H 0.468 0.585 0.610
S -0.089 -0.539 0.272
*
```

So, what does the natural (NBO) scheme give us? The charges, in e, come out as:
1. H 0.13
2. H 0.13
3. S -0.26